(1)
ORCA calculation (ωB97M-V/def2-TZVPD) on a structure of composition C4H4O3.

The geometry in ORCA input format:
```
! wB97M-V def2-TZVPD RIJCOSX def2/J DEFGRID3
* xyz 0 3
C -0.324 -0.886 0.183
C 0.022 0.373 -0.098
C 0.892 -1.411 -0.530
C 0.027 1.847 0.021
O 1.390 -2.421 -0.800
O 1.260 -0.080 -0.803
O -1.857 -1.525 0.774
H 0.276 1.929 1.100
H -0.946 2.175 -0.379
H 0.713 2.219 -0.690
H -1.452 -2.220 1.223
*
```

## Properties
Relative energy (zero: lowest compared OMol25 entry of this formula, charge and spin) ... 50.6 kcal/mol
Largest force on an atom ... 9.42 eV/A
Molar mass ... 100.1 g mol⁻¹
Kohn-Sham gap (alpha / beta) ... 6.808 / 8.235 eV
HOMO energy (alpha / beta) ... -6.631 / -11.105 eV

(2)
ORCA calculation (ωB97M-V/def2-TZVPD) on a cluster of 2 separate species, C2H6N2O2 in total.

The geometry in ORCA input format:
```
! wB97M-V def2-TZVPD RIJCOSX def2/J DEFGRID3
* xyz -2 1
C 1.237 1.250 -0.033
C -1.278 -1.279 -0.191
N 1.416 0.073 0.829
N -1.319 -0.080 0.733
O 1.849 -1.106 0.267
O -1.655 1.101 0.152
H 1.697 1.923 0.634
H 1.505 1.249 -1.140
H 0.163 1.494 -0.005
H -1.904 -2.104 0.126
H -1.583 -1.055 -1.223
H -0.127 -1.466 -0.148
*
```

## Properties
Relative energy (zero: lowest compared OMol25 entry of this formula, charge and spin) ... 48.1 kcal/mol
Largest force on an atom ... 2.99 eV/A
Molar mass ... 90.1 g mol⁻¹
Kohn-Sham gap (alpha / beta) ... 5.108 / 5.260 eV
HOMO energy (alpha / beta) ... 2.745 / 2.584 eV

(3)
ORCA calculation (ωB97M-V/def2-TZVPD) on a cluster of 2 separate species, C3H12NO2 in total.

The geometry in ORCA input format:
```
! wB97M-V def2-TZVPD RIJCOSX def2/J DEFGRID3
* xyz 1 1
C 0.333 1.015 0.734
C 0.265 1.035 -0.836
C 1.573 0.630 -1.456
O -0.736 0.066 -1.203
N -0.830 0.322 1.374
H 1.186 0.434 1.119
H 0.438 2.031 1.066
H -0.104 1.994 -1.152
H 2.358 1.401 -1.454
H 1.386 0.487 -2.511
H 1.991 -0.342 -1.110
H -0.370 -0.820 -1.126
H -0.661 -0.714 1.477
H -1.660 0.325 0.791
H -1.020 0.763 2.302
H -0.287 -2.688 0.186
H -0.743 -3.080 1.618
O -0.455 -2.342 1.068
*
```

## Properties
Relative energy (zero: lowest compared OMol25 entry of this formula, charge and spin) ... 14.6 kcal/mol
Largest force on an atom ... 2.58 eV/A
Molar mass ... 94.1 g mol⁻¹
Kohn-Sham gap ... 11.673 eV
HOMO energy ... -15.026 eV

(4)
ORCA calculation (ωB97M-V/def2-TZVPD) on the ion C7H17N2OS2 with charge +1.

The geometry in ORCA input format:
```
! wB97M-V def2-TZVPD RIJCOSX def2/J DEFGRID3
* xyz 1 3
C 0.979 1.749 0.337
C 0.712 3.244 0.138
C -0.997 0.417 -1.376
C 0.056 -2.471 1.120
C -2.129 -1.353 0.799
C 0.017 0.674 0.828
C -0.228 -0.288 -0.266
N 2.247 1.496 0.214
N -0.855 -1.626 0.162
O 2.687 0.296 0.648
S 4.757 -0.953 -1.102
S 4.360 0.153 0.644
H 0.390 4.015 0.924
H -0.297 3.278 -0.460
H 1.491 3.613 -0.481
H -1.964 0.647 -1.150
H -1.073 -0.161 -2.336
H -0.539 1.304 -1.696
H -0.353 -2.531 2.122
H 0.107 -3.419 0.716
H 1.039 -2.084 1.006
H -1.876 -0.835 1.730
H -2.816 -0.748 0.244
H -2.627 -2.391 1.111
H 0.379 0.183 1.644
H -0.943 1.091 0.994
H 0.721 -0.578 -0.567
H -1.046 -2.210 -0.704
H 5.452 -0.044 -1.822
*
```

## Properties
Largest force on an atom ... 4.48 eV/A
Molar mass ... 209.4 g mol⁻¹
Kohn-Sham gap (alpha / beta) ... 5.105 / 6.954 eV
HOMO energy (alpha / beta) ... -8.054 / -12.550 eV

(5)
ORCA calculation (ωB97M-V/def2-TZVPD) on a cluster of 4 separate species, C3H10O3 in total.

The geometry in ORCA input format:
```
! wB97M-V def2-TZVPD RIJCOSX def2/J DEFGRID3
* xyz -1 2
C 5.009 0.256 0.124
C 3.829 -0.251 0.231
O -1.627 -0.309 0.067
C 2.588 -0.001 -0.591
H 3.645 -1.206 0.852
H 5.353 1.016 0.734
H -2.398 -0.852 0.369
H 2.134 0.843 -0.051
H 2.762 0.356 -1.598
H 1.850 -0.777 -0.476
H -1.735 0.629 0.184
H -4.207 0.342 -0.194
O -4.064 -1.216 0.320
H -4.274 -1.781 1.098
H -4.719 1.632 -0.891
O -4.148 1.318 -0.177
*
```

## Properties
Relative energy (zero: lowest compared OMol25 entry of this formula, charge and spin) ... 60.3 kcal/mol
Largest force on an atom ... 4.06 eV/A
Molar mass ... 94.1 g mol⁻¹
Kohn-Sham gap (alpha / beta) ... 6.822 / 6.207 eV
HOMO energy (alpha / beta) ... -3.680 / -3.680 eV

(6)
ORCA calculation (ωB97M-V/def2-TZVPD) on a structure of composition C22H64N2O20PY.

The geometry in ORCA input format:
```
! wB97M-V def2-TZVPD RIJCOSX def2/J DEFGRID3
* xyz 0 1
Y -1.539 2.140 -3.305
P -0.239 -0.913 -0.570
O 0.267 -0.807 -2.061
O -1.778 -0.672 -0.841
O -0.138 0.558 -0.226
O 0.302 -1.902 0.467
C -5.736 7.110 0.967
C -4.312 7.206 0.441
C -3.256 8.120 1.331
O -3.750 9.446 1.261
C -3.084 10.293 2.272
N -3.890 5.846 0.333
H -6.341 6.605 0.214
H -5.991 8.151 1.165
H -5.703 6.590 1.924
H -4.415 7.565 -0.583
H -2.270 7.973 0.889
H -3.277 7.719 2.344
H -2.968 9.814 3.244
H -3.718 11.145 2.516
H -2.113 10.692 1.977
H -3.321 5.706 1.155
H -4.681 5.267 0.574
C 7.781 2.913 2.468
C 6.823 1.914 1.812
C 6.854 0.472 2.322
O 8.183 0.161 2.685
C 8.180 -1.149 3.332
N 5.519 2.575 1.971
H 7.568 2.837 3.535
H 7.603 3.949 2.179
H 8.815 2.638 2.261
H 7.078 1.803 0.758
H 6.452 -0.109 1.493
H 6.155 0.460 3.159
H 7.767 -1.254 4.336
H 9.232 -1.433 3.297
H 7.581 -1.865 2.770
H 5.249 2.310 2.908
H 4.864 1.931 1.551
C -2.426 -5.924 -2.150
C -2.802 -6.536 -0.823
O -2.672 -5.704 0.289
O -3.428 -5.076 -2.695
H -2.428 -6.741 -2.872
H -1.428 -5.513 -2.304
H -2.301 -7.503 -0.759
H -3.861 -6.767 -0.709
H -1.786 -5.335 0.270
H -3.324 -4.267 -2.189
C 1.612 -5.739 5.239
C 0.753 -4.966 6.249
O 1.485 -4.049 7.045
O 2.402 -4.870 4.363
H 1.046 -6.407 4.590
H 2.315 -6.403 5.742
H 0.100 -5.589 6.861
H 0.126 -4.292 5.665
H 1.609 -3.314 6.440
H 1.859 -4.349 3.768
C 4.286 -5.691 -2.003
C 3.938 -7.170 -2.095
O 2.889 -7.502 -1.123
O 3.658 -4.952 -3.087
H 5.353 -5.465 -1.999
H 4.001 -5.185 -1.080
H 4.754 -7.865 -1.896
H 3.662 -7.479 -3.104
H 2.826 -6.827 -0.443
H 3.027 -4.289 -2.796
C -0.634 1.294 5.590
C -0.494 2.791 5.470
O -0.700 3.145 4.161
O 0.525 0.656 5.036
H -1.580 1.089 5.088
H -0.803 1.043 6.637
H 0.420 3.202 5.899
H -1.342 3.300 5.927
H -0.333 2.411 3.663
H 0.281 0.354 4.157
C -8.491 -2.243 0.626
C -7.993 -0.837 1.109
O -7.211 -0.185 0.135
O -9.700 -2.141 -0.140
H -8.790 -2.929 1.419
H -7.820 -2.786 -0.040
H -7.353 -0.828 1.991
H -8.738 -0.102 1.415
H -6.372 -0.650 0.148
H -9.898 -3.007 -0.503
C -1.035 -2.418 -9.113
C -2.255 -1.808 -8.380
O -1.885 -1.432 -7.071
O -0.219 -1.263 -9.246
H -1.190 -2.817 -10.116
H -0.499 -3.035 -8.392
H -3.133 -2.445 -8.269
H -2.571 -0.879 -8.854
H -1.554 -2.247 -6.687
H -0.064 -1.198 -10.191
C 3.171 3.683 -4.638
C 2.623 3.599 -6.013
O 1.367 3.076 -6.136
O 2.033 4.108 -3.790
H 4.043 4.331 -4.553
H 3.411 2.720 -4.187
H 3.334 3.025 -6.608
H 2.701 4.585 -6.472
H 1.339 2.420 -6.837
H 2.415 4.380 -2.952
*
```

## Properties
Largest force on an atom ... 3.70 eV/A
Molar mass ... 796.6 g mol⁻¹
Kohn-Sham gap ... 4.296 eV
HOMO energy ... -8.055 eV

(7)
ORCA calculation (ωB97M-V/def2-TZVPD) on a structure of composition C29H42GaN6SSb.

The geometry in ORCA input format:
```
! wB97M-V def2-TZVPD RIJCOSX def2/J DEFGRID3
* xyz 2 1
Ga 0.563 0.059 -0.133
C 4.123 1.010 4.071
C 3.708 -0.314 4.121
C 2.619 -0.742 3.377
C 1.907 0.162 2.585
C 2.347 1.482 2.516
C 3.445 1.902 3.255
N 0.802 -0.258 1.805
C -0.120 -1.122 2.301
C -0.374 -1.351 3.677
C -1.341 -2.240 4.057
C -2.119 -2.971 3.124
C -1.916 -2.780 1.794
C -0.927 -1.857 1.377
N -0.623 -1.596 0.081
N -1.125 -2.214 -0.896
C -0.669 -1.689 -2.125
C -1.013 -2.338 -3.302
C -0.593 -1.789 -4.498
C 0.135 -0.600 -4.490
C 0.432 -0.019 -3.276
N 0.053 -0.562 -2.113
H 4.971 1.339 4.655
H 4.239 -1.024 4.741
H 2.313 -1.779 3.417
H 1.815 2.186 1.888
H 3.767 2.934 3.199
H 0.193 -0.808 4.418
H -1.528 -2.385 5.113
H -2.871 -3.661 3.476
H -2.493 -3.300 1.043
H -1.603 -3.241 -3.249
H -0.841 -2.269 -5.435
H 0.449 -0.127 -5.408
H 0.965 0.923 -3.213
C 1.303 7.375 -0.174
C -0.003 6.678 -0.538
C 0.187 5.417 -1.382
C 1.053 4.349 -0.723
N 0.554 3.964 0.603
C -0.325 3.006 0.878
S -0.827 1.873 -0.362
N -0.849 2.946 2.086
C -1.816 1.965 2.603
C -3.229 2.527 2.694
C -3.462 3.575 3.782
C -2.805 4.935 3.549
H 1.112 8.325 0.323
H 1.896 7.583 -1.065
H 1.923 6.782 0.502
H -0.640 7.364 -1.097
H -0.568 6.440 0.370
H 0.666 5.681 -2.328
H -0.785 4.980 -1.629
H 2.074 4.702 -0.576
H 1.093 3.451 -1.338
H 0.703 4.657 1.327
H -0.661 3.724 2.706
H -1.451 1.650 3.584
H -1.784 1.102 1.942
H -3.889 1.677 2.881
H -3.509 2.928 1.715
H -3.143 3.173 4.747
H -4.539 3.724 3.864
H -1.740 4.946 3.804
H -3.259 5.694 4.184
H -2.919 5.264 2.513
C 4.847 0.251 0.473
Sb 3.181 -0.281 -0.703
C 3.939 0.086 -2.651
C 3.213 -2.405 -0.600
H 5.715 -0.219 0.014
H 4.701 -0.118 1.485
H 4.969 1.330 0.489
H 4.707 -0.663 -2.834
H 4.387 1.077 -2.686
H 3.168 0.002 -3.410
H 3.880 -2.793 -1.366
H 2.215 -2.814 -0.752
H 3.573 -2.706 0.381
*
```

## Properties
Relative energy (zero: lowest compared OMol25 entry of this formula, charge and spin) ... 0.0 kcal/mol
Largest force on an atom ... 0.44 eV/A
Molar mass ... 698.2 g mol⁻¹
Kohn-Sham gap (alpha / beta) ... 5.870 / 5.871 eV
HOMO energy (alpha / beta) ... -12.816 / -12.817 eV

(8)
ORCA calculation (ωB97M-V/def2-TZVPD) on a structure of composition C15H13N4O2PdS2.

The geometry in ORCA input format:
```
! wB97M-V def2-TZVPD RIJCOSX def2/J DEFGRID3
* xyz 1 1
Pd -0.955 0.130 0.143
C -3.384 3.558 -0.063
C -2.290 2.549 -0.010
N -2.517 1.281 0.091
N -3.769 0.777 0.103
C -3.804 -0.517 0.356
N -5.002 -1.103 0.402
S -2.401 -1.531 0.659
C -0.875 2.941 -0.086
C -0.477 4.259 -0.199
C 0.880 4.555 -0.248
C 1.795 3.525 -0.176
C 1.330 2.219 -0.075
N 0.034 1.934 -0.037
H -4.345 3.076 0.075
H -3.377 4.071 -1.027
H -3.240 4.308 0.717
H -5.833 -0.544 0.305
H -5.087 -2.086 0.586
H -1.214 5.046 -0.242
H 1.210 5.581 -0.335
H 2.859 3.707 -0.198
H 2.009 1.382 -0.010
O 2.630 -0.437 0.952
C 2.169 -1.349 0.337
O 0.973 -1.166 -0.369
C 2.638 -2.719 0.159
C 3.811 -3.234 0.698
C 4.128 -4.554 0.439
C 3.278 -5.337 -0.349
C 2.111 -4.828 -0.896
C 1.803 -3.501 -0.639
S 0.425 -2.586 -1.168
H 4.446 -2.605 1.307
H 5.032 -4.986 0.844
H 3.539 -6.369 -0.541
H 1.469 -5.447 -1.507
*
```

## Properties
Relative energy (zero: lowest compared OMol25 entry of this formula, charge and spin) ... 0.0 kcal/mol
Largest force on an atom ... 1.16 eV/A
Molar mass ... 451.8 g mol⁻¹
Kohn-Sham gap ... 7.487 eV
HOMO energy ... -11.383 eV

(9)
ORCA calculation (ωB97M-V/def2-TZVPD) on a cluster of 6 separate species, C30H75ClN5O14 in total.

The geometry in ORCA input format:
```
! wB97M-V def2-TZVPD RIJCOSX def2/J DEFGRID3
* xyz -1 1
Cl 1.607 -38.472 5.280
O 2.132 -37.794 4.112
O 0.283 -39.006 5.006
O 2.461 -39.559 5.601
O 1.691 -37.584 6.342
C 9.227 -50.669 3.314
O 8.769 -49.424 3.888
C 7.623 -48.738 3.309
C 7.569 -47.325 3.923
N 7.518 -47.328 5.417
C 7.837 -46.002 5.988
C 7.983 -46.146 7.520
O 9.185 -46.868 7.896
C 9.411 -47.095 9.310
H 8.351 -51.240 3.008
H 9.937 -51.122 4.006
H 9.661 -50.449 2.339
H 6.685 -49.282 3.421
H 7.860 -48.684 2.246
H 6.672 -46.784 3.620
H 8.347 -46.710 3.470
H 8.157 -47.931 5.915
H 6.940 -45.391 5.887
H 8.760 -45.601 5.570
H 7.043 -46.564 7.880
H 8.021 -45.149 7.959
H 8.549 -47.526 9.820
H 9.622 -46.161 9.829
H 10.309 -47.693 9.465
C 7.278 -33.725 4.213
O 8.023 -33.300 3.104
C 7.826 -34.073 1.894
C 8.500 -35.456 1.826
N 9.976 -35.422 1.642
C 10.411 -34.906 0.374
C 9.632 -35.451 -0.852
O 10.176 -35.025 -2.054
C 9.983 -33.655 -2.357
H 7.314 -32.973 5.001
H 7.562 -34.686 4.642
H 6.241 -33.810 3.890
H 8.205 -33.469 1.070
H 6.761 -34.103 1.660
H 8.047 -36.067 1.046
H 8.242 -36.054 2.701
H 10.334 -34.865 2.405
H 11.490 -35.039 0.292
H 10.261 -33.830 0.458
H 8.577 -35.190 -0.769
H 9.688 -36.538 -0.805
H 8.931 -33.370 -2.365
H 10.377 -33.383 -3.336
H 10.503 -32.981 -1.676
C 3.571 -40.259 14.907
O 2.326 -39.967 14.210
C 2.241 -40.413 12.881
C 0.737 -40.387 12.502
N -0.062 -41.342 13.272
C -1.503 -41.109 13.037
C -2.340 -42.128 13.835
O -2.033 -41.836 15.222
C -2.883 -40.856 15.784
H 3.762 -41.332 14.924
H 3.651 -39.982 15.958
H 4.418 -39.772 14.423
H 2.535 -41.463 12.903
H 2.921 -39.865 12.230
H 0.515 -40.528 11.444
H 0.315 -39.383 12.533
H 0.132 -41.301 14.262
H -1.739 -41.197 11.976
H -1.894 -40.126 13.299
H -1.954 -43.132 13.658
H -3.417 -42.059 13.678
H -3.794 -41.379 16.073
H -3.110 -40.008 15.138
H -2.402 -40.497 16.694
C -4.558 -32.120 7.802
O -5.182 -33.256 8.382
C -4.260 -34.207 8.921
C -5.114 -35.162 9.681
N -5.955 -34.666 10.732
C -5.103 -34.274 11.920
C -6.028 -33.547 12.955
O -6.644 -32.389 12.375
C -7.244 -31.508 13.280
H -4.044 -32.435 6.894
H -3.888 -31.568 8.460
H -5.377 -31.462 7.509
H -3.533 -33.729 9.579
H -3.736 -34.590 8.046
H -4.443 -35.925 10.076
H -5.745 -35.740 9.006
H -6.174 -33.758 10.348
H -4.331 -33.570 11.611
H -4.625 -35.149 12.360
H -5.452 -33.258 13.833
H -6.829 -34.163 13.364
H -6.489 -31.234 14.018
H -8.103 -31.930 13.801
H -7.583 -30.599 12.783
C 0.738 -49.776 8.161
O 1.259 -48.475 7.863
C 0.375 -47.366 8.135
C 0.710 -46.024 7.465
N 1.269 -46.095 6.099
C 0.084 -45.970 5.219
C 0.423 -46.224 3.776
O 0.889 -47.551 3.586
C 1.270 -47.856 2.210
H 1.357 -50.571 7.744
H -0.151 -49.996 7.570
H 0.464 -49.786 9.216
H 0.264 -47.280 9.216
H -0.661 -47.617 7.907
H 1.491 -45.686 8.146
H -0.101 -45.312 7.616
H 1.738 -45.203 6.035
H -0.507 -45.054 5.237
H -0.640 -46.756 5.436
H 1.243 -45.640 3.359
H -0.427 -45.988 3.135
H 0.417 -47.686 1.552
H 1.588 -48.886 2.048
H 2.083 -47.255 1.802
*
```

## Properties
Relative energy (zero: lowest compared OMol25 entry of this formula, charge and spin) ... 96.5 kcal/mol
Largest force on an atom ... 4.14 eV/A
Molar mass ... 765.4 g mol⁻¹
Kohn-Sham gap ... 7.666 eV
HOMO energy ... -5.598 eV

Question: Which formula does entry 4 have?
Answer: C7H17N2OS2

Question: Number 1 is which compound?
Answer: C4H4O3